109
Properties=species:S:1:pos:R:3:forces:R:3:lowdin_spin:R:1 method="wB97M-V/def2-TZVPD" s2=0.775 gap_ev="6.41 / 6.11" total_charge=0 de_lowest_kj_mol=0.00 fmax_ev_per_a=0.9 multiplicity=2
Mn -1.0581 0.0973 0.2585 -0.1 -0.5 0.8 1.0339
C -3.3133 -3.5310 -0.5954 0.1 0.1 0.0 -0.0002
C -2.8024 -2.3909 0.0515 0.0 0.0 -0.1 -0.0093
N -1.9209 -1.5870 -0.5022 -0.1 0.0 0.0 -0.0059
C -1.4437 -1.8830 -1.7489 0.0 0.0 0.1 -0.0008
C -1.8926 -3.0055 -2.4629 0.0 -0.1 -0.1 -0.0001
C -2.8679 -3.8291 -1.8508 0.0 0.0 0.0 -0.0081
C -1.3397 -3.2813 -3.7378 0.0 0.0 0.0 0.0009
C -0.3527 -2.4703 -4.2213 0.0 0.0 0.0 0.0008
C 0.1143 -1.3471 -3.5114 -0.1 0.0 0.1 -0.0008
C -0.4284 -1.0038 -2.2786 0.0 -0.1 -0.1 0.0018
N -0.1150 0.0240 -1.4352 0.1 0.1 -0.3 0.0022
C 0.5180 1.1914 -1.7508 0.1 0.1 0.0 -0.0003
C 0.9495 1.6575 -2.9878 0.0 -0.1 0.1 0.0102
C 1.5341 2.9316 -3.1365 0.0 0.0 0.1 -0.0007
C 1.7175 3.7727 -2.0783 0.0 0.0 0.0 0.0092
C 1.2795 3.3577 -0.7963 0.2 0.1 0.2 -0.0010
C 1.4508 4.1490 0.3643 0.0 -0.1 0.0 0.0086
C 1.0068 3.6908 1.5733 0.0 0.0 -0.1 -0.0014
C 0.3253 2.4623 1.6232 0.0 -0.1 -0.1 0.0102
N 0.1300 1.7120 0.5607 -0.2 0.4 -0.1 -0.0094
C 0.6651 2.1065 -0.6318 -0.1 -0.1 -0.3 -0.0010
H -4.0401 -4.1495 -0.0881 0.0 0.0 0.0 0.0002
H -3.1255 -2.1340 1.0542 0.0 0.0 0.0 -0.0009
H -3.2385 -4.6969 -2.3819 0.0 0.0 0.0 -0.0004
H -1.6835 -4.1456 -4.2911 0.0 0.0 0.0 0.0001
H 0.1025 -2.6936 -5.1785 0.0 0.0 0.0 0.0000
H 0.9422 -0.7960 -3.9232 0.0 0.0 0.0 0.0001
H 0.8224 1.0611 -3.8742 0.0 0.0 0.0 0.0010
H 1.8508 3.2355 -4.1264 0.0 0.0 0.0 -0.0003
H 2.1904 4.7388 -2.1926 0.0 0.0 0.0 0.0005
H 1.9439 5.1098 0.2773 0.0 0.0 0.0 0.0004
H 1.1364 4.2618 2.4821 0.0 0.0 0.0 -0.0003
H -0.0773 2.0966 2.5592 0.0 0.0 0.0 0.0004
S -1.9612 -0.3809 4.6728 0.0 0.1 -0.1 -0.0035
C -2.8690 1.0214 4.1915 -0.1 0.1 0.0 0.0002
C -3.6446 1.8689 4.9746 0.0 0.0 0.0 -0.0004
C -4.2160 2.9748 4.3738 0.0 0.0 0.0 0.0006
C -4.0071 3.2403 3.0177 0.0 0.0 0.0 -0.0004
C -3.2464 2.3947 2.2346 0.0 0.0 0.0 0.0003
C -2.6875 1.2592 2.8234 0.0 -0.1 0.0 0.0001
N -1.8935 0.3160 2.1804 0.2 -0.1 0.2 -0.0029
C -1.4089 -0.5612 3.0327 0.0 0.1 -0.2 -0.0066
C -0.4082 -1.5044 2.5832 -0.1 0.1 0.1 -0.0021
C 0.0730 -2.5425 3.3932 0.1 0.0 0.0 -0.0020
C 1.0287 -3.3940 2.8865 0.0 0.0 0.0 0.0016
C 1.4935 -3.1856 1.5821 0.0 0.0 0.0 -0.0015
C 1.0166 -2.1452 0.8067 0.0 0.0 -0.1 0.0022
C 0.0316 -1.2511 1.2696 0.0 -0.1 0.0 -0.0141
H -3.7862 1.6740 6.0291 0.0 0.0 0.0 0.0000
H -4.8192 3.6514 4.9639 0.0 0.0 0.0 0.0000
H -4.4430 4.1264 2.5756 0.0 0.0 0.0 0.0000
H -3.0610 2.6029 1.1904 0.0 0.0 0.0 -0.0002
H -0.3031 -2.6844 4.4011 0.0 0.0 0.0 -0.0003
H 1.4165 -4.2092 3.4829 0.0 0.0 0.0 0.0001
H 2.2446 -3.8567 1.1793 0.0 0.0 0.0 -0.0001
H 1.4056 -2.0273 -0.2015 0.0 0.0 0.0 -0.0002
S -6.2396 0.5272 -3.6862 -0.1 0.0 0.1 -0.0010
C -4.9334 0.7979 -2.5064 0.1 0.1 0.0 -0.0063
C -5.0677 0.4362 -1.1711 0.0 0.0 -0.1 0.0006
C -3.9730 0.5487 -0.3414 0.1 -0.1 0.0 -0.0037
N -2.7760 0.9901 -0.7526 0.0 0.2 0.0 0.0039
C -2.6868 1.4309 -2.0114 0.0 0.0 0.1 -0.0040
C -3.7301 1.3499 -2.9179 -0.1 0.0 0.0 0.0008
C -6.1834 -1.2583 -3.6548 0.0 -0.1 0.0 -0.0005
C -7.0342 -1.9971 -2.8449 0.0 0.1 0.0 -0.0001
C -6.9258 -3.3798 -2.8595 0.0 0.0 0.0 0.0000
N -6.0542 -4.0443 -3.6116 0.0 -0.1 0.0 0.0000
C -5.2509 -3.3257 -4.3895 0.0 0.0 0.0 -0.0001
C -5.2747 -1.9405 -4.4508 0.0 0.0 0.0 -0.0002
H -5.9954 0.0390 -0.7850 0.0 0.0 0.0 0.0001
H -4.0355 0.2296 0.6906 0.0 0.0 0.0 -0.0002
H -1.7281 1.8218 -2.3246 0.0 0.0 0.0 -0.0004
H -3.5794 1.6651 -3.9404 0.0 0.0 0.0 0.0003
H -7.7719 -1.5099 -2.2226 0.0 0.0 0.0 0.0000
H -7.5755 -3.9813 -2.2330 0.0 0.0 0.0 0.0000
H -4.5462 -3.8817 -4.9980 0.0 0.0 0.0 0.0000
H -4.5883 -1.4052 -5.0921 0.0 0.0 0.0 0.0000
C 4.9286 2.7245 -0.5471 0.0 0.0 -0.1 0.0001
C 4.7031 2.3920 0.9257 0.0 0.1 0.0 0.0001
C 5.9920 2.5411 1.7213 0.0 0.0 0.1 0.0000
Sb 3.6006 0.5095 1.1106 -0.1 0.1 0.0 0.0002
C 4.8024 -0.8402 -0.0925 0.0 -0.1 0.0 0.0001
C 6.3124 -0.7397 0.0731 0.0 0.0 0.0 0.0000
C 4.3827 -0.7577 -1.5586 0.0 0.0 0.0 0.0000
C 4.3829 -0.0540 3.0559 0.1 0.0 0.1 0.0000
C 4.4306 -1.5623 3.2573 0.0 0.0 0.0 0.0000
C 3.5122 0.6064 4.1218 0.0 0.0 0.0 0.0000
H 5.2504 3.7644 -0.6657 0.0 0.0 0.0 0.0000
H 4.0292 2.5880 -1.1518 0.0 0.0 0.0 0.0000
H 5.7124 2.0970 -0.9773 0.0 0.0 0.0 0.0000
H 3.9766 3.1110 1.3190 0.0 0.0 0.0 0.0001
H 6.7321 1.7868 1.4466 0.0 0.0 0.0 0.0000
H 5.8264 2.4649 2.7973 0.0 0.0 0.0 0.0000
H 6.4418 3.5214 1.5322 0.0 0.0 0.0 0.0000
H 4.4760 -1.8148 0.2886 0.0 0.0 0.0 0.0000
H 6.6983 0.1839 -0.3630 0.0 0.0 0.0 0.0000
H 6.8157 -1.5694 -0.4336 0.0 0.0 0.0 0.0000
H 6.6165 -0.7603 1.1216 0.0 0.0 0.0 0.0000
H 4.6527 0.2038 -2.0011 0.0 0.0 0.0 0.0000
H 3.3027 -0.8771 -1.6771 0.0 0.0 0.0 0.0000
H 4.8727 -1.5372 -2.1504 0.0 0.0 0.0 0.0000
H 5.3962 0.3489 3.1242 0.0 0.0 0.0 0.0000
H 3.4319 -1.9985 3.1908 0.0 0.0 0.0 0.0000
H 4.8279 -1.8037 4.2485 0.0 0.0 0.0 0.0000
H 5.0628 -2.0612 2.5209 0.0 0.0 0.0 0.0000
H 2.4889 0.2228 4.0732 0.0 0.0 0.0 0.0000
H 3.4628 1.6922 3.9995 0.0 0.0 0.0 0.0000
H 3.8934 0.4055 5.1278 0.0 0.0 0.0 0.0000

=====

109
Properties=species:S:1:pos:R:3:forces:R:3:lowdin_spin:R:1 method="wB97M-V/def2-TZVPD" s2=8.756 gap_ev="4.68 / 4.63" total_charge=0 de_lowest_kj_mol=120.92 fmax_ev_per_a=0.5 multiplicity=6
Mn -0.0620 -1.2540 0.8341 0.1 -0.1 -0.1 4.6308
C 0.3983 -2.1625 5.1038 0.0 0.1 0.0 0.0012
C 0.6567 -2.1150 3.7641 0.1 -0.1 0.0 0.0039
N 0.0503 -0.9875 3.0394 0.0 0.1 0.1 0.0411
C -1.3503 -0.8705 3.4343 -0.1 0.0 -0.1 0.0063
C -1.6246 -0.9037 4.8191 0.0 -0.1 0.1 0.0005
C -0.6090 -1.3810 5.6885 0.1 0.0 0.1 0.0005
C -2.9435 -0.5925 5.2215 0.0 0.0 -0.1 0.0017
C -3.9312 -0.4232 4.2790 0.1 0.0 0.1 0.0001
C -3.6705 -0.5742 2.9140 0.0 0.0 -0.1 0.0025
C -2.3733 -0.8242 2.4698 -0.1 0.0 0.1 0.0083
N -2.0665 -1.0598 1.1067 0.0 0.0 0.0 0.0566
C -2.7068 -2.1463 0.5196 -0.2 0.0 0.0 0.0099
C -3.9600 -2.1081 -0.0572 0.0 0.1 0.1 0.0073
C -4.5328 -3.2335 -0.6840 0.0 -0.1 0.0 0.0000
C -3.8713 -4.4278 -0.7415 0.0 0.0 0.0 0.0057
C -2.5851 -4.5346 -0.1604 0.0 -0.1 0.0 0.0011
C -1.8478 -5.7417 -0.1349 0.1 0.1 0.0 0.0040
C -0.6162 -5.7800 0.4570 -0.1 0.0 0.0 0.0007
C -0.0903 -4.5882 0.9905 -0.2 0.1 0.0 0.0092
N -0.7429 -3.4494 0.9744 0.2 0.0 -0.3 0.0342
C -2.0002 -3.4025 0.4454 -0.1 0.0 0.0 0.0088
H 0.9473 -2.8746 5.7105 0.0 0.0 0.0 0.0002
H 1.3187 -2.7653 3.2149 -0.1 -0.1 0.0 0.0008
H -0.7982 -1.4295 6.7518 0.0 0.0 0.0 0.0000
H -3.1772 -0.5568 6.2784 0.0 0.0 0.0 0.0001
H -4.9427 -0.2063 4.6009 0.0 0.0 0.0 0.0000
H -4.4713 -0.4923 2.1923 0.0 0.0 0.0 0.0003
H -4.5093 -1.1761 -0.0269 0.0 0.0 0.0 0.0005
H -5.5193 -3.1422 -1.1203 0.0 0.0 0.0 -0.0001
H -4.3154 -5.2959 -1.2110 0.0 0.0 0.0 0.0004
H -2.2771 -6.6304 -0.5816 0.0 0.0 0.0 0.0002
H -0.0383 -6.6914 0.5073 0.0 0.0 0.0 0.0001
H 0.8992 -4.5733 1.4351 0.0 0.0 0.0 0.0007
S 4.4873 -1.0051 1.8669 -0.1 0.0 0.0 0.0072
C 4.3036 -2.1631 0.5950 -0.1 0.0 0.0 0.0010
C 5.2811 -2.8718 -0.0947 0.0 0.0 0.0 0.0005
C 4.8758 -3.7548 -1.0766 0.0 0.0 0.0 -0.0003
C 3.5184 -3.9300 -1.3661 0.0 0.0 0.0 0.0003
C 2.5479 -3.2286 -0.6807 0.0 0.0 0.0 0.0011
C 2.9449 -2.3307 0.3121 0.1 -0.1 0.0 0.0044
N 2.0988 -1.5500 1.0820 0.1 0.5 0.1 0.0283
C 2.7526 -0.7950 1.9321 0.1 -0.3 -0.2 0.0125
C 2.1909 0.1992 2.8464 -0.1 0.2 0.2 0.0049
C 3.0248 1.2471 3.2508 0.0 0.0 -0.1 0.0014
C 2.5662 2.2678 4.0618 -0.1 0.0 0.0 0.0033
C 1.2388 2.2645 4.4603 0.0 0.0 -0.1 0.0016
C 0.3927 1.2315 4.0809 0.0 0.1 0.0 0.0028
C 0.8558 0.1737 3.3084 0.0 -0.1 0.0 0.0060
H 6.3295 -2.7361 0.1318 0.0 0.0 0.0 0.0001
H 5.6174 -4.3172 -1.6272 0.0 0.0 0.0 0.0000
H 3.2251 -4.6277 -2.1388 0.0 0.0 0.0 0.0000
H 1.4979 -3.3605 -0.9042 0.0 0.0 0.0 0.0007
H 4.0449 1.2903 2.8916 0.0 0.0 0.0 0.0000
H 3.2351 3.0629 4.3612 0.0 0.0 0.0 0.0002
H 0.8557 3.0572 5.0902 0.0 0.0 0.0 0.0000
H -0.6384 1.2276 4.4010 0.0 0.0 0.0 0.0001
S 0.1059 -0.4983 -6.0398 0.0 0.0 0.0 0.0006
C 0.0969 -0.7615 -4.2892 0.0 0.0 0.0 0.0017
C -0.9949 -1.3880 -3.7042 0.0 0.0 0.0 0.0004
C -0.9921 -1.5929 -2.3352 0.1 0.1 0.1 0.0048
N 0.0137 -1.2100 -1.5458 0.1 -0.1 0.1 0.0342
C 1.0774 -0.6367 -2.1213 -0.1 0.0 0.0 0.0059
C 1.1674 -0.3950 -3.4764 -0.1 0.0 0.0 0.0005
C 0.7940 1.1380 -6.1212 0.0 0.0 0.0 0.0001
C 0.2345 2.1934 -5.4117 0.0 0.0 0.0 0.0001
C 0.7991 3.4498 -5.5512 0.0 0.0 0.0 0.0000
N 1.8372 3.7115 -6.3422 0.0 0.0 0.0 0.0000
C 2.3498 2.6969 -7.0272 0.0 0.0 0.0 0.0000
C 1.8745 1.3939 -6.9501 0.0 0.0 0.0 0.0001
H -1.8513 -1.6833 -4.2939 0.0 0.0 0.0 0.0001
H -1.8442 -2.0493 -1.8468 0.0 0.0 0.0 0.0003
H 1.8844 -0.3496 -1.4562 0.0 0.0 0.0 0.0010
H 2.0471 0.0815 -3.8856 0.0 0.0 0.0 0.0001
H -0.6198 2.0442 -4.7643 0.0 0.0 0.0 0.0000
H 0.3895 4.2903 -5.0026 0.0 0.0 0.0 0.0000
H 3.1938 2.9272 -7.6670 0.0 0.0 0.0 0.0000
H 2.3432 0.6007 -7.5158 0.0 0.0 0.0 0.0000
C -2.4972 2.9780 1.6737 0.0 0.0 0.0 0.0002
C -1.0303 3.3474 1.4734 0.0 -0.1 0.0 0.0046
C -0.8578 4.8173 1.1165 0.0 0.0 0.0 0.0009
Sb -0.0775 1.9258 0.1338 0.0 0.0 0.0 0.0189
C -1.3307 1.9959 -1.6523 0.0 0.0 0.0 0.0011
C -1.5586 3.3851 -2.2357 0.0 0.0 0.0 0.0004
C -2.6531 1.2558 -1.4682 0.0 0.0 0.0 -0.0005
C 1.4783 3.2423 -0.6260 -0.1 0.0 0.0 0.0083
C 2.1284 2.7105 -1.8958 0.0 0.0 0.0 0.0004
C 2.5264 3.4980 0.4489 0.0 0.0 0.0 0.0005
H -2.9266 3.5752 2.4829 0.0 0.0 0.0 0.0001
H -2.6329 1.9249 1.9321 0.0 0.0 0.0 0.0000
H -3.0827 3.1844 0.7759 0.0 0.0 0.0 0.0000
H -0.5046 3.1563 2.4105 0.0 0.0 0.0 0.0002
H -1.3072 5.0634 0.1539 0.0 0.0 0.0 0.0000
H 0.1890 5.1182 1.0834 0.0 0.0 0.0 0.0001
H -1.3512 5.4363 1.8712 0.0 0.0 0.0 0.0003
H -0.7182 1.4217 -2.3595 0.0 0.0 0.0 0.0000
H -2.1909 3.9852 -1.5801 0.0 0.0 0.0 0.0000
H -2.0780 3.3155 -3.1979 0.0 0.0 0.0 0.0001
H -0.6292 3.9333 -2.3981 0.0 0.0 0.0 0.0001
H -3.3589 1.8562 -0.8929 0.0 0.0 0.0 0.0000
H -2.5347 0.3157 -0.9290 0.0 0.0 0.0 -0.0002
H -3.1143 1.0562 -2.4408 0.0 0.0 0.0 0.0000
H 0.9693 4.1810 -0.8565 0.0 0.0 0.0 0.0006
H 2.7275 1.8212 -1.6827 0.0 0.0 0.0 0.0001
H 2.8054 3.4555 -2.3235 0.0 0.0 0.0 0.0001
H 1.4007 2.4485 -2.6648 0.0 0.0 -0.1 0.0000
H 3.0800 2.5833 0.6727 0.0 0.0 0.0 0.0001
H 2.0898 3.8432 1.3873 0.0 0.0 0.0 0.0000
H 3.2493 4.2490 0.1168 0.0 0.0 0.0 0.0001